Density functional theory data (ωB97M-V with the def2-TZVPD basis set) for a structure of composition C42H53BN7O2S3ScSe3Te.

Last column: Mulliken charge in e.
Element x y z (Å)
1 H 4.15968 -1.88754 1.52419  0.425
2 H -1.01530 -3.57186 4.70648  0.423
3 H 0.62589 -5.45529 4.18839  0.465
4 H -2.33692 -4.37711 1.25039  -0.042
5 C -6.55984 -1.69862 1.04132  -1.888
6 H -2.29806 -2.63464 -3.47203  0.339
7 H 1.32940 4.35527 1.13933  0.316
8 C 6.98540 3.89514 -2.57900  -0.778
9 H -4.83449 -4.70553 1.15565  0.162
10 C 1.44711 -3.75728 2.10770  -0.585
11 H -2.38350 -4.64797 4.38228  0.508
12 H -4.34395 0.93528 4.93855  0.469
13 H -6.08997 -4.16974 0.02360  0.390
14 H -1.30301 -5.79822 1.01580  0.448
15 Se 5.46210 -0.32273 -1.66763  -0.446
16 H 4.80621 3.09387 -6.73877  0.546
17 O 2.03703 0.89353 -3.63042  -0.855
18 C -1.45054 1.61803 3.22554  0.010
19 C -0.87404 -4.65955 2.82427  2.498
20 H 7.68992 4.09039 -1.78030  0.374
21 H 0.10434 2.02615 -4.27160  0.452
22 C 0.26886 4.44694 1.37699  -1.948
23 C -4.23668 -2.31986 -0.91145  -0.453
24 C -3.16133 -2.01836 -3.20686  -1.664
25 N -0.71749 0.82451 1.20000  0.756
26 N 3.60587 4.93966 -3.55609  0.117
27 C 6.41558 2.75752 -4.63034  1.243
28 H -5.09802 -2.81311 -1.34599  0.373
29 N -1.33275 0.64138 2.38471  -0.425
30 H -4.06434 -2.46478 -3.61722  0.399
31 H 3.55549 4.03293 -5.92261  0.366
32 C -2.24963 1.31477 4.49266  2.487
33 H -0.96871 3.70049 3.63990  0.414
34 C -4.18346 -2.14289 0.49931  0.203
35 H 6.95024 2.27445 -6.67160  0.359
36 H -2.64642 2.15507 6.43313  0.410
37 H 6.01147 1.02892 -5.85007  0.316
38 N -0.54866 -2.59386 1.66414  0.312
39 H 3.62953 2.28490 -5.71073  0.292
40 H -1.79814 -0.79312 4.34407  0.087
41 C 1.41120 5.61587 -4.08754  -0.757
42 C -0.30171 3.11197 1.72849  0.377
43 H -1.39236 3.89891 -4.89116  0.427
44 C 3.68251 -2.86316 1.49146  -1.702
45 C -5.02921 -2.48497 2.85274  -1.709
46 C -1.76673 -0.00885 5.09721  -1.593
47 C 0.10744 5.38780 -4.45897  -0.635
48 H 8.28353 2.54154 -3.60976  0.356
49 H -6.86538 -1.79346 -0.00338  0.344
50 C 4.23604 3.18967 -5.81580  -1.536
51 C 5.16538 3.38814 -4.64668  1.291
52 C 7.31743 3.03019 -3.60960  -0.941
53 C 0.04608 -3.63021 2.17851  -0.338
54 H 0.45255 -6.38493 2.68198  0.448
55 C -1.67763 -3.95089 3.92376  -1.000
56 C 1.78149 3.25382 -3.81834  1.119
57 H -5.90433 -2.78140 3.43388  0.561
58 H 1.78787 6.63182 -4.04129  0.423
59 Se 1.91228 -2.38892 -2.29417  -0.296
60 Se 3.73880 -3.17527 -3.52108  -0.314
61 C 6.79354 1.77762 -5.71031  -1.729
62 H -0.73864 0.08461 5.45677  0.403
63 C -0.08575 -5.81437 3.44187  -2.442
64 S -0.73947 -0.42495 -1.48816  0.318
65 C 0.46191 3.04656 -4.24927  -0.962
66 Te 5.66137 -2.82201 -1.93899  -0.246
67 H -7.40596 -1.98727 1.66760  0.484
68 H -6.47998 -4.39682 1.72531  0.481
69 H -6.32534 -0.65063 1.23903  0.350
70 C -2.17300 -1.25944 -1.03408  0.445
71 Sc 2.93407 0.08758 -2.00900  0.627
72 C -0.19844 2.02567 0.77994  0.289
73 H -2.22830 -3.11146 3.50110  -0.436
74 H -2.99694 -1.04033 -3.66519  0.344
75 H -1.05906 2.58651 5.79306  0.486
76 C -0.37548 4.08693 -4.57599  -0.790
77 H 3.70319 5.89122 -3.24681  0.285
78 N 0.16588 -1.61488 1.10071  0.382
79 C 2.40965 2.05568 -3.23609  1.937
80 C -5.70398 -4.05533 1.03849  -1.595
81 C 2.19809 -2.74898 1.58292  0.176
82 C -2.10666 2.43040 5.52571  -2.335
83 C -3.72151 1.17745 4.07365  -1.216
84 H 3.94262 -3.31928 0.53486  0.061
85 C 4.82544 4.22276 -3.57785  -0.003
86 H 1.94058 -4.65235 2.46153  0.622
87 S 0.57904 2.27580 -0.68198  -0.038
88 H -0.77708 -6.49440 3.94189  0.435
89 O 3.19724 2.09509 -2.23506  -0.780
90 H 7.71111 1.25818 -5.43938  0.411
91 C 1.51979 -1.58802 1.09239  0.708
92 N -2.18766 -1.14835 0.29262  0.351
93 H -3.81616 0.38543 3.32965  -0.160
94 H -2.40097 -0.29477 5.93968  0.452
95 H 0.13512 5.15101 2.19805  0.388
96 H -4.19625 -3.13647 3.11754  0.218
97 H -2.59200 -5.83817 2.22940  0.434
98 H 5.43827 5.12475 -1.73802  0.436
99 B -0.74031 -0.51468 0.46396  -1.331
100 H -0.21433 4.82996 0.47698  0.348
101 C 5.73274 4.47470 -2.55417  -1.046
102 N -3.15765 -1.57143 1.08641  -0.125
103 C -5.35324 -2.59653 1.36162  2.519
104 H -4.75545 -1.46638 3.12225  0.149
105 H -2.52489 3.37256 5.16562  0.422
106 C -3.23138 -1.87918 -1.72143  -0.223
107 H -0.53881 6.22866 -4.68003  0.409
108 S 2.36526 -0.18138 0.64154  -0.383
109 C 2.30208 4.56452 -3.79385  0.070
110 C -1.83696 -5.20260 1.76021  -1.288
111 H -4.09004 2.10819 3.63431  0.392
112 C -0.91174 2.89523 2.91949  -0.565
113 H 4.07229 -3.49142 2.29359  0.459

Output
LUMO level	-0.64	eV
net charge	0
energy relative to the best compared isomer or geometry (same formula, charge and spin)	0.00	kcal per mole
gap between HOMO and LUMO	5.823	eV

***

Density functional theory data (ωB97M-V with the def2-TZVPD basis set) for a cluster of 2 separate species, C6H17NO in total.

Last column: Mulliken charge in e.
Element x y z (Å)
1 H 0.80419 0.39220 2.53110  0.254
2 H -0.83244 -2.06427 0.73963  0.266
3 H 0.39747 -0.61699 -2.77785  0.335
4 H 1.73397 0.48606 -3.16172  0.402
5 H 1.53236 1.55888 -0.98519  0.335
6 H -2.05579 -0.96919 1.36237  0.258
7 H 0.64720 2.13633 0.78159  0.393
8 C 0.65986 1.00782 -1.32807  -0.531
9 H -0.20362 1.74124 3.00625  0.416
10 C -0.13600 0.90270 2.30474  -1.204
11 C 1.17731 0.00815 -2.36121  -1.119
12 H -0.03516 1.76629 -1.72729  0.342
13 H -1.06617 -0.76921 -1.47878  0.322
14 H 1.13214 -1.27368 0.72141  0.282
15 O 1.67067 -2.07865 0.83654  -0.715
16 C -1.65679 -1.42100 0.44850  -1.239
17 H -2.44648 -2.00744 -0.01761  0.406
18 H 1.84697 -0.65832 -1.80751  0.156
19 N 0.06599 0.37299 -0.14449  0.632
20 H -1.11051 1.92292 0.69695  0.331
21 C -1.17870 -0.30668 -0.50230  -0.615
22 H -0.92998 0.20942 2.59835  0.229
23 H -1.99634 0.40946 -0.61212  0.323
24 C -0.16098 1.41273 0.87464  -0.591
25 H 2.14083 -2.16175 0.00206  0.333

Output
LUMO level	1.00	eV
net charge	0
energy relative to the best compared isomer or geometry (same formula, charge and spin)	10.72	kcal per mole
SMILES	CCN(CC)CC.O
gap between HOMO and LUMO	10.103	eV

***

Density functional theory data (ωB97M-V with the def2-TZVPD basis set) for a structure of composition C3H10N2S.

Last column: Mulliken spin population.
Element x y z (Å)
1 C 1.58430 0.10996 -1.21090  0.037
2 H 1.95636 -1.92826 -1.42939  -0.040
3 H -1.99770 0.29373 -1.23339  -0.121
4 H 1.30449 0.72828 -2.05043  -0.013
5 H 0.46301 -1.65450 -2.07983  -0.042
6 H -0.44586 0.89305 -0.12080  0.052
7 H -3.17474 -0.59334 0.72519  -0.814
8 C 1.01943 -1.39591 -1.27524  0.056
9 H -0.38422 -0.43153 1.78994  0.204
10 N -1.58249 0.32802 -0.27362  -0.581
11 H -1.64700 -1.33441 2.55952  -0.647
12 S 1.15232 1.18188 0.25684  0.030
13 N -1.36280 -0.74701 1.69938  -0.062
14 H 0.54482 -1.74545 -0.30898  0.031
15 H 2.58881 -0.04172 -1.02569  0.000
16 C -2.10840 -0.40788 0.66682  2.910

Output
LUMO level (alpha / beta)	3.79 / 3.76	eV
2S+1	2
net charge	-1
energy relative to the best compared isomer or geometry (same formula, charge and spin)	31.50	kcal per mole
gap between HOMO and LUMO (alpha / beta)	3.123 / 7.898	eV
⟨S²⟩	0.752

***

Density functional theory data (ωB97M-V with the def2-TZVPD basis set) for a cluster of 2 separate species, C5H11NO in total.

Last column: Mulliken charge in e.
Element x y z (Å)
1 C 1.21273 0.68569 -3.56570  -0.693
2 H -0.16837 1.99043 -0.08234  0.196
3 H -1.06700 -0.19272 2.74711  0.224
4 H -1.29266 1.48338 1.98625  0.227
5 H 0.55915 -0.68125 0.88541  0.249
6 C -0.08875 0.19046 0.89879  0.126
7 C 1.24985 0.83791 -1.06815  -0.626
8 N 0.11986 1.03190 -0.17468  -0.236
9 H 1.75246 1.78327 -1.27393  0.361
10 H -3.01137 -2.91785 4.16959  0.319
11 C -0.78170 0.52412 1.99196  -0.821
12 O -2.60212 -2.96719 3.29212  -0.641
13 C 0.84250 0.22328 -2.39522  -0.017
14 H 0.88241 0.15897 -4.45813  0.252
15 H -1.68784 -3.17939 3.50409  0.313
16 H 1.83656 1.57388 -3.61329  0.251
17 H 1.96713 0.14579 -0.62365  0.267
18 H 0.27715 -0.69069 -2.22022  0.249

Output
LUMO level	0.93	eV
net charge	0
energy relative to the best compared isomer or geometry (same formula, charge and spin)	57.95	kcal per mole
SMILES	C=CCNC=C.O
gap between HOMO and LUMO	8.786	eV